{"formula": "C20H35Cl12F2", "method": "the ωB97M-V functional and the def2-TZVPD basis", "total_charge": -1, "orbital_gap_ev": 4.19, "homo_energy_ev": -2.15, "symbols": ["C", "C", "C", "C", "C", "C", "C", "C", "C", "C", "C", "C", "C", "C", "F", "C", "C", "F", "H", "H", "H", "H", "H", "H", "H", "H", "H", "H", "H", "H", "H", "H", "H", "H", "H", "H", "H", "H", "H", "H", "H", "H", "H", "H", "H", "H", "H", "H", "H", "C", "Cl", "Cl", "Cl", "H", "C", "Cl", "Cl", "Cl", "H", "C", "Cl", "Cl", "Cl", "H", "C", "Cl", "Cl", "Cl", "H"], "positions_angstrom": [[1.62304, 3.30580, 0.60008], [1.45019, 4.82569, 0.77005], [0.00353, 5.36353, 0.64917], [-1.10658, 4.39591, 1.07827], [-0.99808, 3.96218, 2.54727], [-1.89241, 2.78134, 2.95335], [-1.84202, 1.58508, 1.99955], [-2.67895, 0.38297, 2.48442], [-1.95921, -0.94316, 2.25230], [-1.52552, -1.15699, 0.78353], [-0.00777, -1.25037, 0.61862], [0.41110, -1.72027, -0.77141], [1.90703, -1.57199, -1.06921], [2.77663, -2.58737, -0.34676], [4.04858, -2.56887, -1.13330], [3.19301, -2.10798, 1.04285], [2.82348, -3.06074, 2.18509], [2.29510, -2.36393, 3.30304], [0.93224, 2.89111, -0.14041], [2.63557, 3.07372, 0.24894], [1.48664, 2.75376, 1.53589], [1.88651, 5.14845, 1.72270], [2.04704, 5.31159, -0.01399], [-0.16916, 5.65904, -0.39482], [-0.09565, 6.27823, 1.25263], [-2.07152, 4.91290, 0.95612], [-1.13532, 3.54174, 0.39319], [0.04123, 3.73092, 2.81248], [-1.27812, 4.82907, 3.16687], [-2.93396, 3.11983, 3.06888], [-1.57418, 2.43253, 3.94723], [-0.79319, 1.26622, 1.89184], [-2.18254, 1.88928, 1.00087], [-3.65462, 0.38446, 1.97868], [-2.87307, 0.49965, 3.56097], [-2.59180, -1.77341, 2.58973], [-1.06364, -0.95206, 2.89390], [-1.94795, -2.10429, 0.42342], [-1.91809, -0.34133, 0.15918], [0.37861, -1.94611, 1.37845], [0.46123, -0.27339, 0.82066], [0.16112, -2.78140, -0.88918], [-0.16767, -1.13672, -1.50925], [2.06465, -1.73798, -2.14528], [2.21335, -0.51067, -0.86825], [4.28239, -1.95486, 1.02753], [2.75445, -1.12247, 1.30770], [3.68557, -3.61958, 2.56870], [2.06072, -3.76897, 1.84598], [-1.20829, -3.06472, -3.83960], [-1.02291, -4.23664, -2.53664], [-2.45230, -1.86957, -3.44824], [0.31532, -2.28212, -4.23446], [-1.54102, -3.60063, -4.71876], [4.22867, -4.37821, -3.66259], [4.47540, -5.78062, -4.72710], [4.48661, -2.87662, -4.56114], [2.65055, -4.40437, -2.91901], [4.97513, -4.42536, -2.88015], [0.50947, 2.14175, -4.28479], [0.92597, 1.06493, -2.96987], [-0.62581, 3.39782, -3.75960], [1.95052, 2.87739, -5.00473], [0.01743, 1.56670, -5.05893], [-5.45762, -3.06907, 0.37208], [-5.23915, -3.62037, 2.03542], [-5.66600, -1.31568, 0.31594], [-4.11979, -3.57381, -0.64774], [-6.36418, -3.52087, -0.00837]], "nbo_charge": [-0.622, -0.406, -0.389, -0.405, -0.401, -0.374, -0.405, -0.391, -0.399, -0.400, -0.394, -0.423, -0.464, -0.074, -0.507, -0.551, 0.056, -0.413, 0.210, 0.217, 0.207, 0.193, 0.200, 0.198, 0.190, 0.195, 0.206, 0.198, 0.192, 0.184, 0.196, 0.205, 0.196, 0.190, 0.189, 0.197, 0.202, 0.200, 0.188, 0.207, 0.187, 0.206, 0.172, 0.204, 0.132, 0.211, 0.181, 0.142, 0.167, -0.284, 0.032, 0.002, 0.043, 0.221, -0.278, -0.037, -0.008, 0.073, 0.238, -0.289, 0.066, -0.007, -0.001, 0.223, -0.288, 0.013, 0.013, 0.043, 0.221]}

***

{"formula": "C31H53N3OPdSi", "method": "the ωB97M-V functional and the def2-TZVPD basis", "total_charge": 0, "orbital_gap_ev": 6.75, "homo_energy_ev": -6.72, "symbols": ["Pd", "C", "N", "C", "C", "C", "C", "C", "C", "C", "C", "H", "H", "H", "H", "H", "H", "H", "H", "H", "H", "H", "H", "C", "C", "C", "C", "Si", "C", "C", "C", "C", "C", "C", "C", "C", "H", "H", "H", "H", "H", "H", "H", "H", "H", "H", "H", "H", "H", "H", "H", "H", "H", "H", "H", "H", "H", "H", "H", "H", "H", "H", "H", "C", "C", "N", "C", "C", "C", "O", "C", "C", "C", "C", "N", "C", "H", "H", "H", "H", "H", "H", "H", "H", "H", "H", "H", "H", "H", "H"], "positions_angstrom": [[-0.39514, 0.38831, 0.04503], [2.08007, 1.77246, 1.89315], [0.87761, 0.98312, 2.14029], [-0.04191, 1.76198, 2.93768], [1.13757, -0.31286, 2.77408], [0.56314, -1.50739, 2.02520], [0.67987, -2.75252, 2.63720], [0.27789, -3.90722, 1.99318], [-0.23446, -3.82708, 0.70577], [-0.36320, -2.59187, 0.09732], [0.00978, -1.41190, 0.74066], [2.54138, 2.12502, 2.83050], [1.82503, 2.64318, 1.28479], [2.81753, 1.18206, 1.34688], [0.40745, 2.05055, 3.90053], [-0.94826, 1.18286, 3.12489], [-0.31612, 2.66992, 2.39794], [0.75091, -0.31193, 3.80255], [2.22550, -0.43841, 2.87003], [1.09045, -2.81657, 3.63564], [0.36266, -4.86138, 2.49294], [-0.54577, -4.72370, 0.19009], [-0.78255, -2.53824, -0.89837], [-4.29415, 3.17031, -0.76615], [-3.09006, 2.56781, -0.03659], [-3.36919, 2.72206, 1.46163], [-1.84789, 3.43716, -0.33077], [-2.72297, 0.73448, -0.50796], [-3.90477, -0.48649, 0.39926], [-3.52906, -0.60359, 1.88318], [-5.39309, -0.10379, 0.32427], [-3.76975, -1.90348, -0.16035], [-2.82134, 0.43561, -2.43581], [-2.15912, 1.58753, -3.20823], [-2.02653, -0.81396, -2.83802], [-4.24312, 0.27526, -2.99348], [-4.48171, 4.16739, -0.35755], [-5.20795, 2.59225, -0.63404], [-4.13420, 3.28838, -1.82923], [-3.46076, 3.78708, 1.68908], [-2.57880, 2.32643, 2.08017], [-4.29577, 2.24740, 1.77450], [-2.02300, 4.45522, 0.01934], [-1.59933, 3.49631, -1.38415], [-0.95957, 3.06332, 0.19452], [-3.68260, 0.31540, 2.44314], [-2.48875, -0.91316, 2.01373], [-4.15927, -1.36966, 2.34288], [-5.61650, 0.84124, 0.81754], [-5.98714, -0.87017, 0.82618], [-5.76517, -0.03339, -0.69311], [-2.74195, -2.25962, -0.14666], [-4.15310, -2.00167, -1.17004], [-4.35459, -2.57825, 0.46850], [-1.14940, 1.78355, -2.85313], [-2.70565, 2.51993, -3.16743], [-2.08138, 1.30605, -4.26090], [-0.98847, -0.77563, -2.48320], [-2.00156, -0.86984, -3.93115], [-2.45912, -1.73910, -2.47975], [-4.87481, 1.14280, -2.82099], [-4.76127, -0.59004, -2.59352], [-4.18289, 0.13566, -4.07489], [3.92586, -3.23635, -0.13653], [4.71059, -2.35239, -1.08095], [5.46374, -1.30175, -0.41135], [6.59220, -1.72672, 0.41040], [6.28771, -1.65807, 1.89423], [5.27223, 0.02857, -0.52103], [6.05061, 0.82814, -0.02698], [4.08436, 0.59003, -1.26116], [4.28474, 1.66288, -2.11979], [3.18592, 2.27604, -2.68936], [1.92011, 1.82690, -2.33923], [1.70763, 0.82155, -1.49662], [2.77430, 0.20819, -0.98713], [3.33879, -3.95364, -0.70182], [3.23858, -2.67245, 0.48710], [4.58604, -3.79773, 0.52100], [4.06756, -1.89666, -1.83533], [5.43948, -2.96049, -1.63274], [7.45248, -1.09349, 0.17254], [6.83274, -2.74864, 0.10528], [6.07619, -0.63329, 2.18815], [7.14013, -2.00285, 2.47356], [5.43223, -2.27774, 2.15272], [5.28961, 2.01320, -2.30843], [3.29073, 3.10617, -3.36926], [1.03695, 2.30374, -2.74403], [2.56483, -0.59834, -0.29201]], "lowdin_charge": [0.664, -0.091, -0.315, -0.118, -0.160, -0.238, -0.069, -0.097, -0.097, -0.140, -0.223, 0.094, 0.087, 0.065, 0.094, 0.082, 0.071, 0.123, 0.124, 0.110, 0.097, 0.100, 0.074, -0.089, -0.620, -0.107, -0.106, 0.773, -0.621, -0.111, -0.093, -0.102, -0.620, -0.115, -0.130, -0.096, 0.085, 0.071, 0.060, 0.087, 0.042, 0.065, 0.085, 0.057, 0.047, 0.056, 0.058, 0.082, 0.061, 0.082, 0.062, 0.046, 0.061, 0.086, 0.043, 0.060, 0.083, 0.049, 0.080, 0.056, 0.070, 0.057, 0.082, -0.068, -0.205, -0.056, -0.201, -0.068, -0.427, 0.064, -0.112, 0.005, -0.038, -0.130, 0.045, -0.114, 0.080, 0.062, 0.071, 0.115, 0.123, 0.122, 0.119, 0.073, 0.075, 0.063, 0.126, 0.106, 0.095, 0.101]}

***

{"formula": "C4H7F3N2O2", "method": "the ωB97M-V functional and the def2-TZVPD basis", "total_charge": 0, "de_lowest_kcal_mol": 0.00, "orbital_gap_ev": 9.11, "homo_energy_ev": -8.52, "smiles": "N/C(O)=C(/O)C(F)(F)F.C=N", "symbols": ["N", "C", "O", "C", "O", "C", "F", "F", "F", "H", "H", "H", "H", "C", "N", "H", "H", "H"], "positions_angstrom": [[-2.12756, 0.22702, 0.44387], [-1.19625, -0.56345, -0.16801], [-1.07301, -0.25172, -1.47161], [-0.37672, -1.39896, 0.49663], [0.74478, -1.94042, -0.17853], [-0.52412, -1.80298, 1.85370], [-1.03386, -3.15709, 1.92472], [0.56103, -1.67877, 2.79546], [-1.49888, -1.10684, 2.58003], [-2.57667, -0.09411, 1.30106], [-2.66763, 0.87152, -0.12620], [-0.23991, -0.50766, -1.99603], [1.11367, -2.67187, 0.31025], [1.61410, 0.45947, 0.34604], [2.06532, 0.50269, -0.84054], [2.03108, -0.14094, 1.24416], [0.94120, 1.17655, 0.62591], [2.84135, -0.20694, -1.08841]], "nbo_charge": [-0.819, 0.546, -0.681, -0.096, -0.694, 0.956, -0.359, -0.345, -0.345, 0.420, 0.407, 0.538, 0.491, -0.027, -0.639, 0.153, 0.156, 0.338]}

***

Question: Number 3 is which compound?
Answer: C4H7F3N2O2